Record 1
Computed, not measured: a molecular structure, C36H42Cl5IN6O2PPbS in a non-equilibrium geometry, with ωB97M-V/def2-TZVPD.

Values from the calculation:
orbital gap (alpha / beta)	6.179 / 5.656	eV
HOMO (alpha / beta)	-7.17 / -7.35	eV
ΔE to the lowest compared entry with this formula, charge and spin	12.6	kcal per mole
multiplicity	2
M	1165.182	g mol⁻¹

Each line ends with the Mulliken charge.
Atoms and positions in Å:
Pb -1.4305 0.2687 -0.1665  0.40
C 0.8725 -3.1131 -1.9988  -0.62
C -0.1416 -3.7190 -1.0636  0.37
N -0.5145 -4.9595 -1.2735  -0.69
C -1.4534 -5.5127 -0.4771  -1.11
C -2.0730 -4.8350 0.5389  0.98
C -3.1337 -5.5413 1.3433  -0.91
O -2.7931 -5.6953 2.7256  -0.54
C -1.7191 -3.4827 0.7739  -0.22
C -2.4017 -2.7655 1.8392  -0.88
N -2.5354 -1.4958 1.9147  0.42
C -3.3059 -0.9525 2.9536  -0.36
C -4.4558 -1.5644 3.4693  -0.15
C -5.1737 -0.9860 4.5033  -0.86
C -4.7797 0.2323 5.0409  -0.60
C -3.6722 0.8834 4.5189  -0.73
C -2.9706 0.2915 3.4840  0.64
I -1.2695 1.2752 2.7261  0.21
C -0.7002 -2.8949 -0.0179  -0.09
O -0.2228 -1.7048 0.1669  0.07
H 1.6787 -3.8235 -2.1873  0.39
H 0.3923 -2.8960 -2.9574  0.30
H 1.2706 -2.1857 -1.5887  -0.01
H -1.7180 -6.5429 -0.6965  0.33
H -4.0698 -4.9822 1.3338  0.35
H -3.3280 -6.5160 0.8915  0.37
H -1.9295 -6.1166 2.7712  0.36
H -2.8215 -3.3938 2.6299  1.03
H -4.7877 -2.5009 3.0387  0.55
H -6.0510 -1.4899 4.8903  0.39
H -5.3342 0.6838 5.8537  0.41
H -3.3567 1.8388 4.9181  0.46
Cl -5.0389 0.3365 -1.4300  -0.17
C -5.3013 1.3552 -0.0651  0.59
C -4.3678 2.3620 0.2089  0.05
C -4.6091 3.1958 1.3103  0.56
Cl -3.4635 4.4178 1.7041  -0.15
C -5.7471 3.0374 2.0929  0.20
Cl -6.0092 4.0574 3.4496  -0.17
C -6.6883 2.0593 1.7726  0.19
Cl -8.1312 1.9169 2.6849  -0.18
C -6.4561 1.2084 0.6947  0.26
Cl -7.6029 -0.0056 0.2978  -0.18
S -2.5163 3.4643 -1.5504  -0.12
C -3.1251 2.4557 -0.5277  -1.02
N 0.3455 1.2446 -0.7868  -0.66
P 1.8519 0.9771 -0.9462  -0.63
N 2.3005 0.4948 -2.4765  1.32
C 3.6649 0.3135 -2.9680  -1.37
C 3.7407 -0.9440 -3.8280  -0.54
C 2.6641 -0.9157 -4.9420  -0.59
C 1.8552 0.3824 -4.9101  -1.03
C 1.2677 0.6517 -3.5301  -0.63
N 2.7391 2.4068 -0.6521  0.63
C 3.3956 3.1025 -1.7738  -0.21
C 3.6652 4.5647 -1.4416  -1.10
C 2.3698 5.3287 -1.1323  -0.73
C 1.4020 4.4558 -0.3065  -0.36
C 2.1610 3.3128 0.3564  -0.61
N 2.4893 -0.1930 0.0634  0.82
C 3.3176 -1.3457 -0.2387  0.16
C 4.6569 -1.2481 0.4883  -0.85
C 4.4148 -1.1551 1.9968  -0.89
C 3.4601 -0.0006 2.3143  -0.71
C 2.1796 -0.1258 1.4873  -0.28
H 4.3509 0.2533 -2.1225  0.57
H 3.9840 1.1726 -3.5656  0.46
H 3.5829 -1.8194 -3.1964  -0.05
H 4.7451 -1.0234 -4.2503  0.56
H 1.9817 -1.7586 -4.8133  0.27
H 3.1296 -1.0271 -5.9218  0.35
H 1.0342 0.3315 -5.6263  0.45
H 2.4900 1.2176 -5.2154  0.32
H 0.4539 -0.0494 -3.3339  0.23
H 0.8319 1.6542 -3.5036  0.25
H 2.7793 3.0609 -2.6846  0.17
H 4.3466 2.6182 -2.0012  0.30
H 4.1816 5.0182 -2.2890  0.45
H 4.3445 4.6181 -0.5881  0.38
H 1.8932 5.6331 -2.0673  0.33
H 2.6143 6.2427 -0.5864  0.29
H 0.6393 4.0036 -0.9439  -0.06
H 0.8873 5.0514 0.4537  0.54
H 1.4774 2.7460 0.9837  -0.09
H 2.9567 3.7063 0.9990  0.63
H 3.4494 -1.4473 -1.3098  -0.61
H 2.7895 -2.2467 0.1095  0.33
H 5.1827 -0.3504 0.1450  0.28
H 5.2791 -2.1165 0.2501  0.43
H 5.3597 -1.0246 2.5286  0.47
H 3.9678 -2.0947 2.3418  0.29
H 3.9423 0.9524 2.0672  0.25
H 3.2115 0.0114 3.3810  0.37
H 1.5299 0.7264 1.6669  -0.25
H 1.6276 -1.0320 1.7779  0.19


Record 2
Computed, not measured: a molecular structure, C36H42MoN5O4P2SSe in a non-equilibrium geometry, with ωB97M-V/def2-TZVPD.

Values from the calculation:
orbital gap (alpha / beta)	6.340 / 6.516	eV
charge	+3
HOMO (alpha / beta)	-16.70 / -16.73	eV
multiplicity	3
M	877.678	g mol⁻¹

Each line ends with the Mulliken charge.
Atoms and positions in Å:
Mo -0.0345 0.0823 0.0145  0.83
O -0.7057 2.0258 -0.5905  -0.65
S -1.9792 1.9821 0.2153  1.36
O -2.1503 3.0174 1.1503  -0.60
O -1.8065 0.5851 0.8261  -0.61
C -3.2456 1.8001 -1.0053  0.51
C -4.4121 2.5405 -1.0223  -0.64
C -5.3124 2.3419 -2.0652  -0.72
C -5.0473 1.3925 -3.0435  -0.86
C -3.8752 0.6486 -3.0108  -0.37
C -2.9455 0.8654 -1.9918  -0.66
P -1.4060 -0.1173 -1.9726  3.39
C -0.5672 0.2060 -3.5361  0.17
C 0.4094 -0.6972 -3.9733  -0.32
C 0.9844 -0.5440 -5.2229  -0.95
C 0.6046 0.5175 -6.0358  -0.79
C -0.3164 1.4487 -5.5792  -0.87
C -0.9025 1.3021 -4.3321  -0.77
C -2.0687 -1.7962 -1.9594  0.75
C -2.3768 -2.3326 -0.7059  -0.64
C -3.0967 -3.5107 -0.6225  -0.85
C -3.5028 -4.1562 -1.7836  -0.68
C -3.1581 -3.6497 -3.0267  -0.92
C -2.4428 -2.4674 -3.1225  -0.08
H -4.6048 3.2584 -0.2391  0.57
H -6.2174 2.9304 -2.1070  0.47
H -5.7606 1.2329 -3.8397  0.48
H -3.6747 -0.0953 -3.7695  0.52
H 0.6793 -1.5420 -3.3489  0.61
H 1.7182 -1.2543 -5.5727  0.54
H 1.0302 0.6174 -7.0221  0.47
H -0.5909 2.2895 -6.1983  0.49
H -1.6281 2.0248 -3.9871  0.58
H -2.0675 -1.8051 0.2057  0.27
H -3.3614 -3.9203 0.3396  0.51
H -4.0874 -5.0602 -1.7179  0.49
H -3.4588 -4.1650 -3.9258  0.53
H -2.1713 -2.0669 -4.0894  0.51
Se 2.7785 -0.2635 -1.6342  0.67
N 1.6645 0.7741 -0.5658  -0.16
C 2.2177 2.0116 -0.5004  1.39
C 1.7656 3.0747 0.2935  -0.74
C 2.4262 4.2809 0.2027  -0.87
C 3.5390 4.4638 -0.6398  -0.72
C 4.0453 3.4278 -1.3808  -0.76
C 3.4040 2.1739 -1.3064  0.45
N 3.8078 1.0701 -1.9309  -0.65
H 0.9141 2.9567 0.9604  0.47
H 2.0890 5.1126 0.8019  0.49
H 4.0030 5.4368 -0.6793  0.46
H 4.9166 3.5263 -2.0096  0.55
O 0.6812 -1.5356 0.6395  -0.99
P 1.8434 -2.5642 0.6285  -2.02
N 3.1844 -1.6321 0.9855  1.12
C 3.0043 -0.8338 2.2273  -0.26
C 4.3968 -0.7196 2.8480  -0.77
C 5.0739 -2.0096 2.3926  -0.70
C 4.5778 -2.1353 0.9581  -0.31
N 1.9626 -3.0312 -0.9606  1.06
C 3.1717 -3.5893 -1.5979  -0.40
C 2.6305 -4.3775 -2.7845  -0.77
C 1.3394 -4.9636 -2.2219  -0.82
C 0.7788 -3.7871 -1.4321  0.15
N 1.3555 -3.8027 1.5781  0.73
C 0.4667 -3.7200 2.7456  -0.50
C 1.2312 -4.4706 3.8273  -0.70
C 1.8470 -5.6304 3.0424  -0.73
C 2.1608 -5.0364 1.6630  -0.14
H 2.3320 -1.3553 2.9204  0.32
H 2.5608 0.1429 1.9803  -0.11
H 4.3468 -0.6309 3.9312  0.38
H 4.9291 0.1416 2.4451  0.34
H 4.7321 -2.8534 2.9939  0.24
H 6.1590 -1.9569 2.4436  0.47
H 4.6322 -3.1535 0.5839  0.18
H 5.1599 -1.4826 0.2998  0.37
H 3.7014 -4.2682 -0.9283  0.39
H 3.8466 -2.7753 -1.8927  0.19
H 3.3357 -5.1350 -3.1128  0.47
H 2.4134 -3.7111 -3.6176  0.17
H 1.5583 -5.8037 -1.5652  0.30
H 0.6577 -5.3027 -2.9959  0.38
H 0.1456 -4.0825 -0.5922  0.49
H 0.1901 -3.1412 -2.0898  -0.56
H -0.4576 -4.2546 2.5060  0.40
H 0.2249 -2.6819 2.9848  0.32
H 0.5732 -4.8178 4.6178  0.44
H 2.0064 -3.8430 4.2681  0.25
H 1.1270 -6.4409 2.9452  0.36
H 2.7387 -6.0257 3.5213  0.37
H 1.8698 -5.7173 0.8598  0.02
H 3.2246 -4.8120 1.5607  0.26


Record 3
Computed, not measured: a molecular structure, C36H43ClIrN6O2Sb in a non-equilibrium geometry, with ωB97M-V/def2-TZVPD.

Values from the calculation:
orbital gap (alpha / beta)	6.822 / 4.400	eV
charge	+3
HOMO (alpha / beta)	-15.21 / -15.21	eV
ΔE to the lowest compared entry with this formula, charge and spin	36.5	kcal per mole
multiplicity	2
M	941.210	g mol⁻¹

Each line ends with the Mulliken charge.
Atoms and positions in Å:
Ir 2.5454 0.1972 0.8232  2.19
C 4.5286 -0.9651 -1.5926  -1.16
C 5.3595 -0.4205 -0.4719  1.07
C 6.7353 -0.6345 -0.4559  -0.96
C 7.4981 -0.1365 0.5821  -0.52
C 6.8757 0.6046 1.5808  -0.73
C 5.5073 0.7926 1.5115  0.01
N 4.7706 0.2732 0.5180  0.03
Sb 4.6798 2.2002 2.9767  0.91
C 3.2799 3.0897 1.5474  0.00
C 3.0913 4.4580 1.6376  -0.74
C 2.4861 5.1197 0.5771  -0.57
C 2.1199 4.3958 -0.5420  -0.87
C 2.2821 3.0158 -0.5572  1.15
C 1.8604 2.2033 -1.7413  -1.48
N 2.8364 2.3830 0.4963  0.14
C 3.1545 0.9294 3.8814  0.13
C 3.1067 0.9956 5.2638  -0.85
C 2.1761 0.2204 5.9393  -0.59
C 1.3378 -0.5880 5.2014  -1.02
C 1.4078 -0.5898 3.8099  0.89
C 0.4302 -1.4325 3.0504  -1.05
N 2.3153 0.1702 3.1633  0.09
H 4.9668 -0.6950 -2.5530  0.53
H 4.4980 -2.0555 -1.5538  0.25
H 3.5073 -0.5883 -1.5480  -0.14
H 7.1918 -1.1789 -1.2713  0.53
H 8.5669 -0.3044 0.6093  0.47
H 7.4483 1.0345 2.3915  0.47
H 3.4343 4.9966 2.5105  0.47
H 2.3418 6.1917 0.6138  0.47
H 1.7237 4.8962 -1.4147  0.53
H 1.9742 2.7755 -2.6608  0.60
H 2.4570 1.2956 -1.8121  -0.04
H 0.8120 1.9179 -1.6447  0.15
H 3.7893 1.6384 5.8033  0.44
H 2.1104 0.2480 7.0190  0.45
H 0.6135 -1.2279 5.6868  0.53
H 0.2639 -2.3784 3.5644  0.63
H -0.5300 -0.9122 2.9968  0.27
H 0.7769 -1.6329 2.0451  -0.26
C -5.7429 -0.5137 0.8682  -1.59
C -5.3471 -1.4960 -0.2576  1.28
C -6.4150 -1.4227 -1.3594  -1.60
C -5.3279 -2.9190 0.3056  -1.83
C -3.9285 -1.0941 -0.8189  2.00
O -3.9186 0.2568 -1.2418  -0.58
C -3.5575 -2.0022 -2.0243  -1.40
C -2.4933 -1.3878 -2.9519  -1.20
C -2.9591 -0.1501 -3.6312  0.38
C -2.2816 1.0889 -3.4725  0.38
C -2.6242 2.1785 -4.2150  -0.94
C -3.6594 2.0681 -5.1728  0.44
Cl -4.0203 3.3727 -6.1716  -0.04
C -4.3832 0.8588 -5.3116  -0.89
C -4.0409 -0.2174 -4.5476  -0.06
C -2.9140 -1.2278 0.3605  -2.36
N -1.7176 -0.3913 0.3587  1.53
C -0.4507 -0.7154 0.0950  -0.90
N 0.3345 0.3156 0.3864  0.34
C -0.5329 1.2706 0.8347  -0.91
N -1.7743 0.8675 0.8326  -0.90
H -6.8257 -0.5067 0.9806  0.50
H -5.4244 0.5081 0.6635  0.29
H -5.3299 -0.8156 1.8312  0.42
H -7.3912 -1.5796 -0.9037  0.56
H -6.3021 -2.2036 -2.1111  0.39
H -6.4592 -0.4515 -1.8641  0.36
H -6.3124 -3.1493 0.7131  0.51
H -4.6092 -3.0330 1.1183  0.32
H -5.1156 -3.6642 -0.4631  0.36
H -4.8005 0.4974 -1.5545  0.61
H -4.4517 -2.1630 -2.6233  0.32
H -3.2217 -2.9754 -1.6686  0.66
H -2.3033 -2.1340 -3.7328  0.54
H -1.5556 -1.2033 -2.4385  0.25
H -1.4889 1.1657 -2.7400  0.27
H -2.1141 3.1241 -4.0920  0.47
H -5.1809 0.7912 -6.0394  0.47
H -4.5796 -1.1476 -4.6782  0.49
H -2.5984 -2.2634 0.4597  0.42
H -3.4407 -0.9302 1.2634  0.38
H -0.1125 -1.6758 -0.2584  0.63
H -0.2376 2.2518 1.1695  0.57
C 3.8216 -3.1331 1.6404  -1.66
C 3.0528 -2.0365 1.0181  0.59
O 2.2902 -2.1253 0.0946  -0.39
H 3.4318 -4.1023 1.3306  0.43
H 3.8209 -3.0453 2.7265  0.34
H 4.8616 -3.0424 1.3112  0.31


Record 4
Computed, not measured: a molecular structure, C36H43Ge2KN5OS in a non-equilibrium geometry, with ωB97M-V/def2-TZVPD.

Values from the calculation:
orbital gap (alpha / beta)	5.380 / 4.870	eV
HOMO (alpha / beta)	-5.70 / -5.21	eV
ΔE to the lowest compared entry with this formula, charge and spin	596.9	kcal per mole
multiplicity	2
M	778.159	g mol⁻¹

Each line ends with the Mulliken charge.
Atoms and positions in Å:
K -0.8594 0.6902 -0.3683  0.78
S 3.6369 7.4277 0.1828  0.05
N 1.9424 7.0467 0.4018  -0.87
C 1.6401 5.9267 -0.3001  1.21
C 0.2684 5.3843 -0.0632  0.88
C -0.7402 6.1340 0.7336  -0.46
C -1.9393 5.4880 0.6442  -0.36
C -2.0722 4.3329 -0.0063  -0.20
N -1.1840 3.6738 -0.5675  -0.36
C 0.0581 4.2299 -0.7945  0.85
C 1.0195 3.7112 -1.6843  -1.39
N 0.7437 2.5686 -2.2046  -0.29
C 1.6474 2.0938 -3.0525  -0.69
C 2.9235 2.4585 -3.2795  -0.96
C 3.3573 3.7094 -2.7104  -0.08
C 2.4521 4.3743 -1.8982  0.78
C 2.6678 5.6342 -1.0544  -0.22
N 3.7457 6.2900 -0.8700  -0.65
H -0.4877 7.2643 0.8892  0.28
H -3.0319 6.0450 0.8846  0.15
H -3.0912 3.9572 -0.0893  0.36
H 1.2260 1.4483 -3.6539  1.06
H 3.6271 2.0160 -4.0158  0.39
H 4.5954 3.8778 -2.6438  0.23
C -6.7321 -0.6310 -1.4813  -1.60
C -5.7101 -1.4799 -2.1771  2.23
C -6.0093 -2.9135 -1.7322  -1.37
C -5.8134 -1.2907 -3.7366  -1.56
C -4.4266 -0.9961 -1.8177  -0.59
N -3.4276 -0.4518 -1.6372  -0.40
H -7.8068 -0.9457 -1.7263  0.34
H -6.7448 0.3991 -1.7647  0.42
H -6.6311 -0.6931 -0.3904  0.37
H -7.1097 -3.3852 -2.2530  0.26
H -6.0390 -2.9830 -0.5877  0.32
H -5.3240 -3.7092 -1.9814  0.42
H -6.9092 -1.2348 -3.9961  0.34
H -5.4097 -2.0888 -4.3266  0.40
H -5.2933 -0.3908 -4.1663  0.35
C 2.5838 -2.5608 -1.9741  -1.01
C 1.0353 -2.4183 -1.5376  1.03
C 0.2512 -1.5724 -2.5243  -1.54
C 0.5738 -3.9418 -1.3054  -0.69
O 1.1933 -1.5844 -0.2816  0.54
H 2.6261 -3.0308 -2.8959  0.62
H 2.9655 -3.1922 -0.9210  0.09
H 2.9392 -1.4864 -1.7847  0.09
H 0.3350 -1.9390 -3.4896  0.70
H 0.6730 -0.7022 -2.6238  0.26
H -0.9572 -1.6614 -2.3737  -0.02
H 0.5598 -4.0706 -2.5323  0.37
H -0.3025 -3.6946 -0.6147  0.20
H 1.4388 -4.5493 -0.9246  0.29
C 4.5777 -0.4052 0.5488  -1.48
Ge 2.9842 0.4620 1.7524  0.87
C 2.4481 2.4034 1.3911  -0.97
C 3.7100 0.4471 3.5038  -1.25
Ge 1.2889 -1.6309 1.4344  -0.96
C 1.9931 -3.4525 1.9534  0.87
C 3.3275 -3.8202 1.8395  -0.73
C 3.8197 -4.9515 2.3187  -0.40
C 3.0126 -5.8386 3.1515  -0.84
C 1.8133 -5.2502 3.5040  -0.51
C 1.2766 -4.0915 2.9347  -0.59
C -0.4439 -1.2811 2.0400  -0.12
C -1.5704 -2.0713 1.3606  0.14
C -2.7857 -1.8034 1.9127  -0.01
C -3.0393 -0.8831 2.9411  -0.59
C -2.0392 -0.2562 3.5639  -0.63
C -0.8256 -0.3115 3.0736  0.12
H 3.0638 7.0802 1.6315  0.17
H 4.8346 -0.1611 -0.2760  0.88
H 5.5661 -0.6282 1.1538  0.24
H 1.4250 2.3284 0.4344  -0.16
H 2.6855 3.2483 1.0450  0.55
H -0.0646 2.7161 2.1285  -0.08
H 3.6638 -0.5676 3.8733  0.40
H 3.1215 1.3518 4.0703  0.27
H 4.7027 0.7400 3.4619  0.57
H 3.9701 -3.2157 1.2165  0.21
H 4.8316 -5.1049 2.3223  0.46
H 3.4105 -6.6618 3.6161  0.45
H 1.2695 -5.5911 4.3002  0.48
H 0.4410 -3.6722 3.4501  0.36
H -1.3335 -2.7565 0.5501  -0.02
H -3.5439 -2.7940 1.6908  0.05
H -4.1627 -0.8099 3.3642  0.21
H -2.0392 0.6688 4.1135  0.36
H -0.0630 -0.0205 3.7077  0.29


Question: multiplicity of number 3 (C36H43ClIrN6O2Sb)?
Answer: 2


Question: The lowest M belongs to which entry?
Answer: C36H43Ge2KN5OS


Question: Among the records above, which one has the lowest M?
Answer: C36H43Ge2KN5OS


Question: Which of these has the highest M?
Answer: C36H42Cl5IN6O2PPbS